CH3Cl2OP | wB97M-V/def2-TZVPD

The geometry in XYZ format:
```
8
Properties=species:S:1:pos:R:3:forces:R:3:nbo_charge:R:1
C -0.519734 0.669420 -1.013330 1.003 2.772 -1.748 0.395
O -0.809700 -0.451042 -0.866394 -0.426 -0.485 -0.518 -0.507
P 0.788767 -1.253253 1.395658 -1.724 -0.393 0.787 0.326
Cl 1.745174 0.378506 0.629455 0.297 0.311 -0.083 -0.292
Cl -1.244942 2.042105 -0.154174 -0.486 -0.064 0.573 -0.096
H 0.172536 1.256710 -1.751379 -0.778 -1.923 0.910 0.171
H 0.513284 -1.959592 0.168032 0.054 0.502 0.574 -0.001
H -0.645384 -0.682854 1.592132 2.060 -0.721 -0.494 0.004
```
Forces are in eV/Å.

Properties
- gap between HOMO and LUMO (eV) = 10.20
- SMILES = O=CCl.PCl
- spin multiplicity = 1
- energy (a.u.) = -1376.8479
- E_LUMO (eV) = 0.6

***

CH3Cl2P | wB97M-V/def2-TZVPD

The geometry in XYZ format:
```
7
Properties=species:S:1:pos:R:3:forces:R:3:nbo_charge:R:1
C 1.560375 -0.536866 0.213865 -3.377 0.514 1.716 -0.848
P 0.362777 0.505398 0.684163 0.363 -0.245 -0.220 0.739
Cl -3.638680 0.596249 0.020389 -0.553 0.622 0.242 -0.275
Cl 0.988205 2.310363 -0.152962 -0.055 -0.278 0.206 -0.332
H 2.330842 -0.201875 -0.318825 3.189 1.157 -2.149 0.213
H 1.480478 -1.569741 0.391998 -0.125 -1.149 0.450 0.228
H -4.473913 1.534635 0.385711 0.558 -0.621 -0.245 0.276
```
Forces are in eV/Å.

Properties
- gap between HOMO and LUMO (eV) = 9.82
- SMILES = C=PCl.Cl
- spin multiplicity = 1
- energy (a.u.) = -1301.6183
- E_LUMO (eV) = 0.0

***

CH3ClFNS | wB97M-V/def2-TZVPD

The geometry in XYZ format:
```
8
Properties=species:S:1:pos:R:3:forces:R:3:nbo_charge:R:1
C -0.168448 1.448600 0.688102 1.150 -0.536 1.917 -0.184
N 0.043454 -0.731488 -0.778001 -0.653 -0.185 -1.724 -0.986
F 1.017135 1.290984 1.468396 -1.195 -0.593 -1.877 -0.352
S -1.056696 0.237918 0.003973 0.923 -0.213 0.441 0.982
Cl -1.621957 -1.532522 1.325937 -0.388 0.095 0.217 -0.478
H 0.729379 -1.078531 -0.149414 0.656 -0.375 0.626 0.399
H -0.722826 2.110287 1.334085 -0.832 0.397 -0.638 0.202
H -0.392964 -1.534399 -1.304357 0.338 1.410 1.037 0.416
```
Forces are in eV/Å.

Properties
- gap between HOMO and LUMO (eV) = 8.84
- spin multiplicity = 1
- energy (a.u.) = -1052.8090
- E_LUMO (eV) = -0.5

***

CH3ClN2O2 | wB97M-V/def2-TZVPD

The geometry in XYZ format:
```
9
Properties=species:S:1:pos:R:3:forces:R:3:nbo_charge:R:1
C 0.926529 0.615493 -0.524046 1.163 -1.564 4.326 0.112
N -0.455513 0.124747 1.212142 1.219 -0.624 0.366 0.140
N -0.160522 0.732748 0.202679 -1.666 1.225 -0.912 -0.237
O -0.358716 -0.899491 -1.616795 1.415 -5.158 -2.441 -0.674
O -1.660479 0.530488 1.658915 -0.147 -1.328 3.036 -0.487
Cl 2.457629 0.394953 0.240400 -0.176 -0.049 -0.266 0.022
H 0.043626 -2.137314 -2.221355 -1.322 5.120 2.550 0.410
H 0.865157 0.630147 -1.507015 0.075 0.888 -4.348 0.228
H -1.657711 0.008230 2.555075 -0.560 1.490 -2.312 0.485
```
Forces are in eV/Å.

Properties
- gap between HOMO and LUMO (spin up / spin down) (eV) = 9.22 / 6.82
- spin multiplicity = 1
- energy (a.u.) = -759.7744
- E_LUMO (spin up / spin down) (eV) = -1.1 / -1.5

***

CH3ClN3S | wB97M-V/def2-TZVPD

The geometry in XYZ format:
```
9
Properties=species:S:1:pos:R:3:forces:R:3:nbo_charge:R:1
C 0.575809 -0.883486 -0.143322 0.338 -1.063 -1.712 0.022
N -0.445333 2.068530 0.813224 1.844 -0.248 1.205 -0.225
N 0.042831 0.020558 0.576868 2.339 -5.086 2.518 -0.267
N -0.577731 1.014230 0.264140 -4.232 5.624 -1.701 0.268
S 1.068571 -2.418930 0.418028 -1.605 1.728 3.629 0.329
Cl -2.065291 0.806630 -0.937043 1.103 -0.131 0.565 0.052
H 0.692699 -0.702447 -1.204864 0.095 0.012 -0.329 0.236
H -0.884535 2.972999 0.826842 -1.116 -0.115 -1.124 0.443
H 1.592980 -2.878084 -0.613874 1.233 -0.722 -3.051 0.142
```
Forces are in eV/Å.

Properties
- total charge = +1
- gap between HOMO and LUMO (eV) = 8.66
- SMILES = [H]/N=[N+](Cl)/N=C/S
- spin multiplicity = 1
- energy (a.u.) = -1062.0953
- E_LUMO (eV) = -6.6

***

CH3ClNO2S | wB97M-V/def2-TZVPD

The geometry in XYZ format:
```
9
Properties=species:S:1:pos:R:3:forces:R:3:nbo_charge:R:1
C -1.917522 0.193360 0.145132 -0.708 0.047 -0.150 0.121
N -2.551227 0.994749 0.829679 -0.471 0.624 1.652 -0.622
O 3.260454 0.718051 -1.219500 0.318 -0.795 1.172 -1.069
O 1.627006 -0.479933 0.094709 -4.196 -0.754 0.659 -1.098
S 2.992164 -0.047434 0.066852 3.326 0.425 -1.716 1.360
Cl -2.511124 -0.947826 -1.006145 -0.371 -0.529 -0.210 -0.061
H -0.906367 0.192041 0.302929 2.970 -0.352 -0.625 0.223
H -3.525155 0.822343 0.934512 -1.228 0.178 -0.687 0.334
H 3.531770 -1.445348 -0.148169 0.360 1.156 -0.094 -0.187
```
Forces are in eV/Å.

Properties
- total charge = -1
- gap between HOMO and LUMO (eV) = 6.14
- spin multiplicity = 1
- energy (a.u.) = -1103.5060
- E_LUMO (eV) = 3.1

***

CH3ClNO2S | wB97M-V/def2-TZVPD

The geometry in XYZ format:
```
9
Properties=species:S:1:pos:R:3:forces:R:3:nbo_charge:R:1
C 1.720784 -2.112626 -1.092329 0.071 -2.663 -2.109 -0.007
N 1.070476 -1.084926 -0.897638 -0.577 -0.320 -0.315 -0.647
O -1.515957 -0.163492 1.603605 -0.446 -0.561 0.961 -1.009
O 0.035277 1.101717 -0.343925 0.171 0.041 0.363 -1.066
S 1.379794 0.353988 -0.273834 -0.176 0.909 0.343 0.787
Cl 3.485624 -2.286764 -0.757321 0.192 0.069 0.177 -0.197
H -1.088462 -0.589058 2.376688 0.056 0.645 -1.268 0.454
H 1.403756 -2.996572 -1.791671 0.415 1.732 1.663 0.168
H -0.885981 0.184613 0.931677 0.294 0.149 0.183 0.517
```
Forces are in eV/Å.

Properties
- total charge = -1
- gap between HOMO and LUMO (spin up / spin down) (eV) = 6.27 / 6.27
- spin multiplicity = 1
- energy (a.u.) = -1103.5368
- E_LUMO (spin up / spin down) (eV) = 3.5 / 3.5

***

CH3ClNO3S | wB97M-V/def2-TZVPD

The geometry in XYZ format:
```
10
Properties=species:S:1:pos:R:3:forces:R:3:nbo_charge:R:1
C 1.167282 -0.236799 0.717869 2.874 -2.160 -2.364 -0.535
N 0.087864 -1.193694 0.456636 0.372 -3.465 -1.256 0.079
O -1.573722 1.145436 0.643570 0.164 -1.325 -0.396 -0.992
O 0.323201 -2.150547 -0.339597 0.262 3.006 2.544 -0.344
O -0.205329 1.141524 -1.304645 0.596 -0.505 -0.570 -1.011
S -1.216750 0.377718 -0.573393 -1.690 3.605 0.287 1.638
Cl -2.902331 1.017909 -1.870890 -0.959 -0.216 -0.561 -0.512
H 1.209916 -0.044075 1.751404 -0.074 -0.008 1.416 0.210
H 2.171416 -0.761400 0.316480 -1.993 1.485 0.839 0.173
H 0.938453 0.703929 0.202566 0.448 -0.417 0.061 0.296
```
Forces are in eV/Å.

Properties
- total charge = -1
- gap between HOMO and LUMO (spin up / spin down) (eV) = 7.35 / 7.35
- spin multiplicity = 1
- energy (a.u.) = -1178.7116
- E_LUMO (spin up / spin down) (eV) = 2.7 / 2.7

***

Energy above the lowest of the compared OMol25 structures with the same formula, charge and spin for the records above, in order: 71.7, 39.1, 41.9, 148.7, 43.7, 44.2, 24.9, 40.7 kcal/mol